Computed, not measured: C21H28ClINO7Rb as an isolated structure, with ωB97M-V/def2-TZVPD.

Positions of all 60 atoms, in Å:
I 0.766 -1.585 -5.028
Rb 0.484 0.848 -0.610
Cl 3.633 -5.256 -1.769
O -0.955 -1.572 -1.248
O -1.651 0.702 1.843
O 0.389 2.781 1.662
O 2.028 0.315 -2.826
O -2.240 0.994 -1.645
O -0.908 3.453 -0.800
O 0.365 -1.326 1.288
N 3.336 -0.263 -0.471
C -1.077 -2.576 -0.263
C -2.112 3.356 -1.549
C 4.555 -1.803 0.895
C -2.940 -0.213 -1.394
C 0.164 -2.557 0.606
C -0.985 4.313 0.317
C -1.658 1.854 2.664
C -0.234 -1.179 2.553
C 3.100 -1.249 -1.369
C 2.380 -3.292 -3.134
C 4.288 -2.829 0.032
C -1.620 -0.552 2.507
C -2.910 2.134 -1.150
C 0.250 4.100 1.165
C 3.146 -3.599 -2.042
C 1.989 -1.978 -3.389
C 2.348 -0.873 -2.583
C 3.525 -2.586 -1.131
C -2.143 -1.348 -1.993
C -0.280 2.469 2.866
C 4.033 -0.532 0.606
H 1.129 4.276 0.543
H -0.385 3.363 3.495
H -1.155 -3.564 -0.736
H -2.991 2.076 -0.056
H 0.119 -3.387 1.319
H 5.143 -1.958 1.790
H 2.076 -4.077 -3.813
H 1.041 -2.695 -0.030
H -1.012 5.361 -0.011
H -3.943 -0.157 -1.837
H -2.742 -2.263 -2.035
H 0.362 1.764 3.398
H -2.712 4.263 -1.425
H -3.926 2.184 -1.566
H -1.838 -1.091 -3.009
H -0.305 -2.146 3.067
H -2.084 1.625 3.648
H -1.832 3.270 -2.600
H -2.321 2.574 2.182
H -1.982 -2.424 0.337
H -3.051 -0.356 -0.310
H -2.308 -1.206 1.969
H -1.995 -0.453 3.533
H -1.899 4.125 0.892
H 0.261 4.826 1.986
H 0.435 -0.542 3.137
H 4.651 -3.830 0.223
H 4.198 0.290 1.298

Properties
DFT total energy = -59331.3963 eV